ORCA calculation (the ωB97M-V functional and the def2-TZVPD basis) on an isolated molecule of C18H17ClN4O3S at a distorted geometry.

Last column: Mulliken charge in e.
Geometry (Å):
C  -4.446  -3.351  -0.233  -0.873
H  -5.038  -3.607  -1.105  0.367
H  -4.890  -2.505  0.286  0.268
H  -4.370  -4.209  0.429  0.274
S  -2.794  -2.900  -0.830  -0.087
C  -2.046  -2.478  0.789  -0.784
C  -0.572  -2.130  0.665  -1.158
H  -0.006  -3.011  0.357  0.384
H  -0.213  -1.810  1.646  0.362
C  -0.294  -1.004  -0.351  -0.067
N  1.083  -0.576  -0.234  -0.097
C  1.973  -0.717  -1.239  0.157
O  1.743  -1.306  -2.272  -0.615
C  3.318  -0.120  -0.924  0.313
C  3.952  -0.439  0.266  -0.352
C  5.223  0.055  0.529  -0.185
C  5.878  0.875  -0.384  -0.473
C  5.249  1.203  -1.567  -0.530
C  3.978  0.705  -1.841  0.321
Cl  3.209  1.136  -3.308  -0.187
H  5.734  1.841  -2.288  0.452
H  6.866  1.242  -0.152  0.489
N  5.871  -0.291  1.770  1.049
O  5.250  -0.974  2.555  -0.613
O  6.995  0.125  1.951  -0.624
H  3.478  -1.085  0.990  0.585
H  1.265  0.056  0.532  0.437
C  -1.180  0.177  -0.121  -0.134
N  -0.887  1.162  0.680  -0.624
C  -1.954  2.025  0.610  0.507
C  -2.180  3.235  1.256  -0.848
C  -3.365  3.888  0.990  -0.441
C  -4.312  3.365  0.107  -0.442
C  -4.108  2.166  -0.546  -1.031
C  -2.919  1.505  -0.285  0.690
N  -2.388  0.324  -0.737  0.225
H  -2.803  -0.339  -1.375  0.225
H  -4.839  1.762  -1.230  0.405
H  -5.225  3.914  -0.069  0.387
H  -3.571  4.831  1.475  0.381
H  -1.448  3.638  1.937  0.442
H  -0.437  -1.391  -1.367  0.495
H  -2.611  -1.640  1.201  0.381
H  -2.172  -3.348  1.435  0.571

Lowest unoccupied orbital energy (hartree): -0.02751
Kohn-Sham gap (eV): 7.96
SMILES: CSCC[C@H](NC(=O)c1cc([N+](=O)[O-])ccc1Cl)c1nc2ccccc2[nH]1
Energy relative to the best compared isomer or geometry (same formula, charge and spin) (kcal/mol): 62.65
Total energy (a.u.): -1999.2144
2S+1: 1

---

ORCA calculation (the ωB97M-V functional and the def2-TZVPD basis) on an isolated molecule of C2H6N2 at a distorted geometry.

Last column: Mulliken charge in e.
Geometry (Å):
C  -0.634  0.164  0.310  0.038
C  0.487  -0.193  -0.311  -0.326
N  1.062  0.314  -1.635  -0.599
N  -0.960  -0.328  1.523  -0.462
H  -1.475  0.706  -0.139  0.297
H  1.097  -1.070  0.216  0.174
H  1.971  0.655  -1.477  0.244
H  0.671  1.326  -1.879  0.258
H  -1.833  -0.707  1.796  0.174
H  -0.258  -0.642  2.270  0.202

Lowest unoccupied orbital energy (hartree): 0.04691
Kohn-Sham gap (eV): 8.89
SMILES: N/C=C/N
Energy relative to the best compared isomer or geometry (same formula, charge and spin) (kcal/mol): 52.16
Total energy (a.u.): -189.2464
2S+1: 1

---

ORCA calculation (the ωB97M-V functional and the def2-TZVPD basis) on a cluster of 4 separate species, C2H10N2O3 in total at a distorted geometry.

Last column: Mulliken charge in e.
Geometry (Å):
O  2.377  -0.167  -0.037  -0.460
C  2.306  -0.189  -1.285  0.158
N  1.608  0.726  -1.927  -0.498
C  -0.065  1.183  0.380  -0.437
N  -1.359  1.357  0.860  -0.145
H  2.622  -1.136  -1.755  0.362
H  1.378  0.387  -2.860  0.226
H  -0.007  0.256  -0.192  0.024
H  0.274  1.956  -0.334  0.417
H  -1.943  0.499  1.034  0.382
H  0.705  1.071  1.173  0.330
H  -0.941  -1.682  0.545  0.407
H  -0.988  -2.623  -0.767  0.266
O  -0.567  -1.864  -0.376  -0.671
H  -2.088  -1.107  2.489  0.207
H  -1.628  2.168  1.397  0.238
O  -1.684  -0.835  1.656  -0.806

Lowest unoccupied orbital energy (hartree): -0.17005
Kohn-Sham gap (eV): 3.99
Energy relative to the best compared isomer or geometry (same formula, charge and spin) (kcal/mol): 198.27
Total energy (a.u.): -417.1576
2S+1: 1

---

ORCA calculation (the ωB97M-V functional and the def2-TZVPD basis) on an isolated molecule of C12H16N2O4 at a distorted geometry.

Last column: Mulliken charge in e.
Geometry (Å):
C  -2.604  -0.479  0.565  0.204
C  -2.353  0.302  -0.700  0.130
C  -4.186  -0.840  0.523  -0.523
C  0.214  0.772  -0.464  0.478
C  0.543  2.021  0.177  0.084
C  1.172  0.466  -1.525  -1.034
C  2.326  -0.097  -0.829  0.466
C  3.493  0.527  -0.533  -0.094
C  2.251  -1.425  -0.450  -0.222
C  4.376  -0.091  0.331  -0.165
C  3.244  -2.131  0.086  -0.635
C  4.326  -1.395  0.818  -0.605
H  -2.831  1.286  1.524  0.373
H  -2.605  -0.070  2.625  0.309
H  -1.810  -1.267  0.373  0.282
H  -4.540  -1.359  1.463  0.343
H  -4.736  0.230  0.538  0.236
H  -4.456  -1.294  -1.244  0.357
H  -1.266  1.248  -1.928  0.315
H  0.274  0.044  0.404  0.413
H  1.308  1.380  -2.036  0.543
H  0.806  -0.381  -2.182  0.352
H  3.664  1.661  -0.510  0.218
H  1.241  -1.914  -0.648  0.161
H  5.283  0.574  0.479  0.245
H  2.980  -3.244  0.508  0.215
H  5.137  -1.699  1.414  0.426
H  -1.008  1.561  1.221  0.461
N  -2.243  0.417  1.637  -0.730
N  -1.120  1.029  -0.911  -0.253
O  -3.246  0.670  -1.438  -0.679
O  -4.623  -1.752  -0.414  -0.507
O  1.475  2.860  0.041  -0.580
O  -0.486  2.390  1.085  -0.584

Lowest unoccupied orbital energy (hartree): 0.01461
Kohn-Sham gap (eV): 9.62
SMILES: N[C@@H](CO)C(=O)N[C@@H](Cc1ccccc1)C(=O)O
Energy relative to the best compared isomer or geometry (same formula, charge and spin) (kcal/mol): 113.71
Total energy (a.u.): -877.2173
2S+1: 1

---

ORCA calculation (the ωB97M-V functional and the def2-TZVPD basis) on a structure of composition C14H28MoN6O4PS.

Last column: Mulliken charge in e.
Geometry (Å):
Mo  0.212  0.717  0.238  0.942
C  1.231  5.897  0.912  -1.207
C  1.262  4.712  1.800  0.767
N  1.506  4.703  3.070  -0.571
N  1.404  3.402  3.465  0.235
C  1.105  2.589  2.478  0.474
S  0.864  0.866  2.447  -0.122
N  0.998  3.397  1.402  0.293
N  0.724  2.864  0.119  -0.753
H  1.865  6.669  1.343  0.375
H  0.218  6.300  0.844  0.329
H  1.594  5.667  -0.091  0.351
H  1.559  3.169  4.441  0.209
H  -0.063  3.379  -0.288  0.395
H  1.527  3.041  -0.494  0.435
N  1.877  -2.915  -0.800  0.030
C  3.084  -2.332  -0.452  -0.495
C  2.806  -1.053  -0.133  -0.575
N  1.430  -0.842  -0.308  0.256
C  0.914  -2.021  -0.715  -0.669
H  1.752  -3.883  -1.076  0.277
H  4.014  -2.874  -0.459  0.424
H  3.467  -0.274  0.205  0.439
H  -0.125  -2.210  -0.947  0.533
C  0.713  1.798  -3.451  -1.463
C  -0.308  0.684  -3.401  1.218
C  0.278  -0.678  -3.678  -1.562
C  -1.540  0.971  -4.228  -1.627
O  -0.732  0.654  -1.893  0.688
P  -2.233  0.656  -1.332  0.948
O  -2.982  -0.570  -1.469  -0.704
O  -1.530  0.758  0.304  -0.651
O  -2.781  2.067  -1.477  -0.172
C  -4.351  2.447  -1.422  1.366
C  -4.971  1.840  -2.653  -1.435
C  -4.294  3.951  -1.454  -1.599
C  -4.870  1.882  -0.123  -1.512
H  1.115  1.881  -4.460  0.480
H  1.556  1.584  -2.784  0.193
H  0.259  2.757  -3.194  0.315
H  0.533  -0.735  -4.737  0.501
H  -0.449  -1.466  -3.477  0.346
H  1.192  -0.849  -3.108  0.308
H  -1.247  0.973  -5.279  0.525
H  -1.963  1.949  -4.001  0.381
H  -2.299  0.196  -4.106  0.464
H  -4.538  2.250  -3.564  0.369
H  -6.032  2.097  -2.644  0.482
H  -4.898  0.753  -2.661  0.344
H  -3.791  4.311  -2.350  0.396
H  -3.807  4.358  -0.568  0.358
H  -5.319  4.324  -1.473  0.442
H  -4.862  0.792  -0.118  0.378
H  -5.907  2.201  -0.009  0.492
H  -4.310  2.265  0.731  0.364

Net charge: +3
Lowest unoccupied orbital energy (spin up / spin down) (hartree): -0.42779 / -0.42891
Kohn-Sham gap (spin up / spin down) (eV): 7.57 / 7.55
Total energy (a.u.): -1986.6252
2S+1: 1

---

ORCA calculation (the ωB97M-V functional and the def2-TZVPD basis) on an isolated molecule of C4H6FNO at a distorted geometry.

Last column: Mulliken charge in e.
Geometry (Å):
C  -1.830  -0.854  0.235  0.154
C  1.869  -0.635  -0.286  -0.631
C  0.049  0.691  0.167  -0.572
C  -1.678  0.613  0.267  0.230
N  -2.035  -1.971  0.274  -0.378
O  0.566  -0.584  0.376  -0.285
F  -2.206  1.176  -0.822  -0.272
H  2.568  0.065  0.148  0.301
H  1.729  -0.147  -1.281  0.301
H  2.159  -1.807  -0.265  0.201
H  0.591  1.425  0.864  0.321
H  0.192  0.917  -0.858  0.365
H  -1.975  1.110  1.178  0.263

Lowest unoccupied orbital energy (hartree): 0.02973
Kohn-Sham gap (eV): 11.31
SMILES: COC[C@@H](F)C#N
Energy relative to the best compared isomer or geometry (same formula, charge and spin) (kcal/mol): 56.61
Total energy (a.u.): -385.7833
2S+1: 1